Entry 1:
The ion C22H24N5O2S with charge +1 in a non-equilibrium geometry, computed with wB97M-V/def2-TZVPD.

Computed properties:
E_LUMO   -2.58 eV
HOMO energy   -11.02 eV
Energy   -1674.99803 Eh
F_max   1.79 eV/A
SMILES   CCc1ccccc1NC(=O)CSc1nnc([C@@H]([NH3+])Cc2c[nH]c3ccccc23)o1
Charge   +1
Multiplicity   1

Element x y z (Å)
C1 5.87 2.68 0.09
C2 4.84 1.56 0.04
C3 3.41 1.99 -0.15
C4 3.05 3.32 -0.37
C5 1.73 3.68 -0.53
C6 0.73 2.73 -0.49
C7 1.06 1.40 -0.28
C8 2.39 1.04 -0.10
N1 2.72 -0.32 0.12
C9 2.08 -1.15 0.94
O1 1.11 -0.82 1.63
C10 2.61 -2.58 0.94
S1 2.23 -3.39 -0.67
C11 0.52 -3.14 -0.64
N2 -0.33 -3.09 -1.62
N3 -1.51 -2.73 -1.10
C12 -1.34 -2.57 0.17
C13 -2.26 -2.04 1.22
N4 -1.55 -0.90 1.89
C14 -3.58 -1.54 0.62
C15 -3.35 -0.34 -0.24
C16 -3.20 -0.31 -1.60
N5 -2.97 0.96 -2.02
C17 -2.99 1.80 -0.94
C18 -2.83 3.18 -0.88
C19 -2.92 3.78 0.36
C20 -3.18 3.03 1.51
C21 -3.34 1.66 1.46
C22 -3.22 1.02 0.21
O2 -0.07 -2.85 0.54
H1 5.65 3.37 0.90
H2 5.90 3.23 -0.84
H3 6.86 2.26 0.27
H4 4.91 0.98 0.98
H5 5.12 0.88 -0.78
H6 3.81 4.08 -0.42
H7 1.48 4.72 -0.69
H8 -0.31 3.01 -0.62
H9 0.30 0.64 -0.28
H10 3.56 -0.65 -0.34
H11 3.69 -2.61 1.02
H12 2.16 -3.15 1.75
H13 -2.43 -2.83 1.96
H14 -0.49 -0.97 1.85
H15 -1.84 -0.02 1.40
H16 -1.83 -0.81 2.87
H17 -4.00 -2.34 0.01
H18 -4.27 -1.31 1.43
H19 -3.23 -1.13 -2.28
H20 -2.85 1.24 -2.98
H21 -2.66 3.77 -1.77
H22 -2.82 4.85 0.45
H23 -3.27 3.53 2.46
H24 -3.59 1.11 2.35

=====

Entry 2:
A structure of composition C22H24N6O9Pt, computed with wB97M-V/def2-TZVPD.

Computed properties:
E_LUMO   -2.06 eV
HOMO energy   -7.81 eV
Energy   -1977.53431 Eh
F_max   0.98 eV/A
Multiplicity   1

Element x y z (Å)
Pt1 -0.78 -0.43 -1.36
C1 0.52 -0.82 5.78
O1 1.71 -1.17 5.10
C2 1.74 -1.04 3.75
C3 2.97 -1.43 3.15
C4 3.10 -1.33 1.81
C5 2.06 -0.85 0.96
C6 2.27 -0.84 -0.45
C7 3.63 -1.19 -1.00
O2 1.41 -0.56 -1.32
C8 0.83 -0.42 1.57
O3 -0.13 0.07 0.91
C9 0.70 -0.56 2.99
H1 0.71 -1.02 6.83
H2 -0.32 -1.42 5.43
H3 0.30 0.24 5.65
H4 3.76 -1.80 3.78
H5 4.03 -1.64 1.37
H6 4.39 -0.50 -0.64
H7 3.58 -1.14 -2.09
H8 3.92 -2.20 -0.71
H9 -0.23 -0.24 3.42
O4 -4.55 -1.44 -1.79
C10 -3.37 -1.28 -1.58
O5 -2.57 -0.50 -2.24
C11 -2.61 -2.00 -0.48
C12 -3.06 -1.95 0.84
C13 -2.24 -2.45 1.82
C14 -1.00 -3.03 1.58
C15 -0.60 -3.08 0.27
C16 -1.34 -2.54 -0.78
N1 0.72 -3.67 -0.03
O6 1.13 -3.54 -1.16
O7 1.31 -4.21 0.88
N2 -2.68 -2.33 3.23
O8 -3.78 -1.86 3.43
O9 -1.90 -2.69 4.08
H10 -4.02 -1.52 1.09
H11 -0.38 -3.42 2.38
H12 -1.09 -2.85 -1.80
C17 -0.62 2.43 -0.89
N3 -0.51 1.51 -2.07
C18 0.82 1.76 -2.72
N4 0.95 3.14 -3.12
C19 0.82 3.99 -1.94
N5 -0.48 3.81 -1.30
C20 -1.53 4.13 -2.27
N6 -1.43 3.28 -3.45
C21 -1.58 1.90 -3.05
C22 -0.12 3.47 -4.06
H13 0.16 2.15 -0.18
H14 -1.59 2.26 -0.42
H15 0.89 1.10 -3.59
H16 1.59 1.50 -2.01
H17 0.93 5.03 -2.24
H18 1.61 3.74 -1.23
H19 -1.43 5.17 -2.57
H20 -2.50 3.98 -1.80
H21 -1.50 1.24 -3.92
H22 -2.55 1.74 -2.58
H23 -0.01 4.51 -4.37
H24 -0.04 2.83 -4.94